Record 1
Formula: C5H9NO
Source: the Open Molecules 2025 dataset
Level of theory: the ωB97M-V functional and the def2-TZVPD basis

Structure (XYZ):
```
16
Properties=species:S:1:pos:R:3:lowdin_charge:R:1
C 2.379 -0.336 0.098 -0.06
C 1.016 0.345 0.026 -0.22
C -0.067 -0.234 -0.898 -0.12
N -1.068 0.233 0.047 -0.11
C -2.488 -0.017 0.101 -0.04
C -0.169 0.548 1.040 -0.41
O -0.343 0.898 2.181 0.08
H 2.385 -1.431 0.077 0.07
H 3.006 -0.021 0.936 0.08
H 2.893 -0.015 -0.815 0.08
H 1.230 1.375 -0.290 0.14
H -0.108 0.212 -1.896 0.12
H -0.054 -1.330 -0.967 0.12
H -2.925 0.588 0.899 0.09
H -2.979 0.259 -0.840 0.09
H -2.709 -1.075 0.300 0.09
```

The LUMO energy comes out at 0.850 eV. As for the highest occupied orbital energy: -9.334 eV. Its SMILES is C[C@H]1CN(C)C1=O.

Record 2
Formula: C34H29FN5O8Pt
Source: the Open Molecules 2025 dataset
Level of theory: the ωB97M-V functional and the def2-TZVPD basis

Structure (XYZ):
```
78
Properties=species:S:1:pos:R:3:lowdin_charge:R:1
Pt -0.359 1.110 1.379 1.31
O -2.431 5.008 1.161 0.20
C -1.828 3.913 1.502 -0.45
O -0.874 3.440 0.898 0.01
C -2.360 3.237 2.721 -0.15
C -3.293 3.813 3.578 0.07
C -3.672 3.105 4.710 0.03
C -3.105 1.859 4.947 0.05
C -2.181 1.352 4.034 -0.14
N -1.826 2.037 2.947 0.07
C -1.431 0.050 4.185 -0.44
O -1.783 -0.809 5.101 0.21
O -0.486 -0.165 3.453 0.04
H -2.069 5.435 0.360 0.18
H -3.693 4.790 3.353 0.14
H -4.386 3.524 5.403 0.14
H -3.373 1.316 5.841 0.13
H -2.551 -0.589 5.655 0.14
C 0.230 -4.712 -3.562 -0.02
C -1.226 -4.437 -3.197 -0.27
C -2.035 -4.203 -4.469 -0.12
C -3.501 -3.979 -4.134 -0.10
C -3.630 -2.839 -3.187 -0.08
C -4.760 -2.043 -3.192 0.11
C -4.877 -0.988 -2.293 -0.19
F -5.942 -0.206 -2.329 0.16
C -3.882 -0.719 -1.367 0.13
C -2.722 -1.497 -1.359 -0.02
C -1.676 -1.162 -0.387 -0.27
O -1.915 -0.255 0.444 -0.04
C -0.483 -1.932 -0.515 0.03
C -0.432 -2.969 -1.424 0.07
N -1.403 -3.291 -2.279 0.09
C -2.568 -2.562 -2.280 -0.04
C 0.800 -1.688 0.297 -0.58
O 1.652 -2.554 0.219 0.07
O 0.943 -0.612 0.955 -0.13
H 0.237 -5.435 -4.375 0.10
H 0.804 -5.152 -2.752 0.09
H 0.730 -3.813 -3.915 0.10
H -1.630 -5.313 -2.670 0.18
H -1.934 -5.071 -5.118 0.14
H -1.637 -3.339 -5.004 0.14
H -3.921 -4.877 -3.667 0.16
H -4.084 -3.789 -5.035 0.14
H -5.558 -2.223 -3.899 0.16
H -3.988 0.099 -0.670 0.15
H 0.472 -3.564 -1.440 0.14
C 3.894 -2.131 2.263 -0.01
C 4.045 -0.703 2.002 -0.19
C 4.320 -0.208 0.707 0.04
C 4.433 1.133 0.461 0.03
C 4.288 2.067 1.518 -0.20
N 4.328 3.410 1.344 0.20
C 4.425 4.225 0.189 -0.46
O 5.032 5.252 0.255 0.18
N 3.803 3.811 -0.968 0.16
C 2.727 2.976 -1.203 -0.21
C 2.468 2.550 -2.514 0.04
C 1.413 1.692 -2.750 0.00
C 0.624 1.279 -1.683 -0.10
N 0.834 1.730 -0.457 -0.05
C 1.842 2.554 -0.205 -0.08
C 4.084 1.573 2.835 0.04
C 3.948 0.234 3.061 0.03
H 3.999 -2.736 1.368 0.09
H 2.910 -2.322 2.705 0.11
H 4.599 -2.463 3.032 0.12
H 4.462 -0.915 -0.097 0.14
H 4.701 1.476 -0.526 0.13
H 4.543 3.956 2.179 0.18
H 4.113 4.363 -1.765 0.18
H 3.091 2.892 -3.326 0.14
H 1.197 1.348 -3.748 0.12
H -0.194 0.587 -1.828 0.11
H 1.920 2.919 0.809 0.12
H 4.019 2.276 3.653 0.13
H 3.772 -0.127 4.063 0.14
```

The LUMO energy (spin up / spin down) comes out at -8.169 / -11.468 eV. Its spin multiplicity is 5. Its expectation value of S² is 6.07. As for the highest occupied orbital energy (spin up / spin down): -16.147 / -16.376 eV. The total charge is +3.

Record 3
Formula: C2H6NOS
Source: the Open Molecules 2025 dataset
Level of theory: the ωB97M-V functional and the def2-TZVPD basis

Structure (XYZ):
```
11
Properties=species:S:1:pos:R:3:lowdin_charge:R:1
C 0.990 0.742 1.663 -0.75
S 1.602 -0.787 0.969 0.12
H 0.622 1.380 0.860 -0.02
H 1.759 1.404 2.112 -0.01
H 0.241 0.619 2.455 -0.01
C -1.718 0.134 -0.982 -0.47
N -0.586 -0.528 -1.309 0.05
O -2.207 1.068 -1.587 -0.04
H -1.976 -0.247 0.042 0.12
H 0.204 -0.794 -0.663 -0.08
H -0.273 -0.570 -2.269 0.08
```

The LUMO energy comes out at 4.152 eV. As for the highest occupied orbital energy: -2.806 eV. The total charge is -1.

Record 4
Formula: C4H6N2OS
Source: the Open Molecules 2025 dataset
Level of theory: the ωB97M-V functional and the def2-TZVPD basis

Structure (XYZ):
```
14
Properties=species:S:1:pos:R:3:lowdin_charge:R:1
C -1.900 -0.761 -0.261 -0.08
C -1.714 0.474 -0.886 -0.14
C -0.799 -0.998 0.580 -0.03
C 1.141 0.387 1.028 -0.53
N -0.555 1.045 -0.505 0.03
N -0.009 0.116 0.338 -0.25
O 2.515 -0.908 -0.261 -0.01
S 1.932 1.953 0.684 0.77
H -2.583 -1.515 -0.450 0.07
H -2.325 0.874 -1.639 0.09
H -0.463 -1.856 1.097 0.11
H 1.264 -0.075 1.970 0.07
H 2.178 -0.665 -1.102 -0.01
H 1.317 1.929 -0.592 -0.08
```

The LUMO energy (spin up / spin down) comes out at 0.837 / -2.235 eV. Its spin multiplicity is 3. Its expectation value of S² is 2.02. As for the highest occupied orbital energy (spin up / spin down): -6.688 / -9.353 eV.

Going through the records in order, we get ΔE to the lowest compared entry with this formula, charge and spin values of 28.5 14.1 27.3 44.8 kcal per mole.